[1]
{"formula": "C5H6N2O", "method": "the ωB97M-V functional and the def2-TZVPD basis", "elements": ["C", "C", "C", "C", "C", "H", "H", "H", "H", "H", "H", "N", "N", "O"], "xyz": [[2.418, -0.724, 0.230], [0.848, 1.414, 0.036], [-0.527, 0.903, -0.095], [-1.832, 0.693, 0.136], [0.014, -0.358, -0.310], [3.420, -0.301, -0.159], [2.372, -0.663, 1.339], [2.238, -1.773, -0.087], [1.167, 2.269, -0.624], [1.108, 1.683, 1.100], [-2.695, 1.225, 0.299], [1.359, 0.061, -0.325], [-0.864, -1.339, -0.053], [-2.075, -0.632, 0.099]], "nbo_charge": [-0.41, -0.19, -0.23, 0.15, 0.31, 0.21, 0.18, 0.23, 0.21, 0.20, 0.20, -0.40, -0.19, -0.29], "de_lowest_kj_mol": 388.8, "orbital_gap_ev": 9.7, "total_charge": 0, "homo_ha": -0.3247, "energy_ha": -378.7229}

[2]
{"formula": "C5H6N2O", "method": "the ωB97M-V functional and the def2-TZVPD basis", "elements": ["C", "C", "C", "C", "C", "H", "H", "H", "H", "H", "H", "N", "N", "O"], "xyz": [[1.715, -0.635, -0.182], [0.483, 0.219, -0.236], [-0.318, -0.218, 1.010], [-1.512, -0.142, -0.026], [0.619, 1.632, -0.278], [1.445, -1.742, -0.372], [-0.194, -1.279, 1.374], [-0.463, 0.341, 1.860], [-1.905, 0.843, -0.149], [-2.209, -0.985, 0.205], [-0.495, -0.118, -2.061], [-0.594, -0.439, -1.081], [0.595, 2.812, -0.038], [2.834, -0.289, -0.025]], "nbo_charge": [0.46, -0.16, -0.36, -0.20, 0.27, 0.12, 0.23, 0.23, 0.19, 0.20, 0.39, -0.60, -0.27, -0.49], "de_lowest_kj_mol": 266.3, "orbital_gap_ev": 10.8, "total_charge": 0, "homo_ha": -0.3734, "energy_ha": -378.7695}

[3]
{"formula": "C5H6N2O", "method": "the ωB97M-V functional and the def2-TZVPD basis", "elements": ["C", "C", "C", "C", "C", "H", "H", "H", "H", "H", "H", "N", "N", "O"], "xyz": [[-0.749, 1.332, -0.337], [-0.431, -0.071, -0.024], [0.647, -0.040, 1.143], [1.515, -0.864, 0.060], [-1.779, -0.963, 0.235], [0.113, 2.002, -0.391], [-1.162, 1.286, -1.445], [-1.405, 1.540, 0.541], [1.115, 0.972, 0.957], [0.515, -0.489, 2.118], [0.797, -0.722, -2.126], [0.641, -0.990, -0.816], [-2.578, -1.881, 0.088], [2.761, -1.114, -0.003]], "nbo_charge": [-0.64, 0.10, -0.50, 0.64, 0.23, 0.23, 0.23, 0.26, 0.24, 0.26, 0.42, -0.56, -0.29, -0.61], "de_lowest_kj_mol": 419.8, "orbital_gap_ev": 9.6, "total_charge": 0, "homo_ha": -0.3622, "energy_ha": -378.7110}

[4]
{"formula": "C5H6N2O", "method": "the ωB97M-V functional and the def2-TZVPD basis", "elements": ["C", "C", "C", "C", "C", "H", "H", "H", "H", "H", "H", "N", "N", "O"], "xyz": [[2.183, 0.308, 0.556], [1.144, -0.407, -0.429], [-0.783, -1.086, -0.191], [-1.561, 0.858, -0.124], [-0.316, 0.214, -0.767], [1.759, 0.797, 1.472], [3.011, -0.455, 0.506], [2.389, 1.166, -0.263], [1.665, -0.420, -1.354], [-3.504, 0.201, 0.246], [-2.110, 1.877, -0.105], [-1.960, -1.310, 0.281], [-2.431, -0.036, 0.217], [0.515, -1.709, -0.046]], "nbo_charge": [-0.64, 0.12, 0.46, 0.01, -0.28, 0.24, 0.24, 0.22, 0.19, 0.42, 0.21, -0.35, -0.34, -0.50], "de_lowest_kj_mol": 496.7, "orbital_gap_ev": 9.7, "total_charge": 0, "homo_ha": -0.3305, "energy_ha": -378.6818}

[5]
{"formula": "C5H6N2O", "method": "the ωB97M-V functional and the def2-TZVPD basis", "elements": ["C", "C", "C", "C", "C", "N", "N", "O", "H", "H", "H", "H", "H", "H"], "xyz": [[-1.163, -2.188, 2.900], [0.177, 1.671, -0.003], [-1.125, 0.911, 0.396], [-0.683, -0.100, -0.395], [1.425, 0.272, -1.830], [-0.220, -1.587, 2.834], [0.549, 0.574, -0.790], [0.713, 2.730, 0.121], [-2.039, -2.720, 2.600], [-1.756, 1.008, 1.192], [-0.821, -1.127, -0.646], [2.203, -0.343, -1.472], [1.056, -0.341, -2.748], [1.684, 1.241, -2.161]], "nbo_charge": [0.06, 0.71, -0.38, 0.07, -0.41, -0.29, -0.50, -0.53, 0.23, 0.22, 0.21, 0.19, 0.19, 0.22], "de_lowest_kj_mol": 330.1, "orbital_gap_ev": 9.0, "total_charge": 0, "homo_ha": -0.3058, "energy_ha": -378.7452}

[6]
{"formula": "C5H6N2O2", "method": "the ωB97M-V functional and the def2-TZVPD basis", "elements": ["C", "C", "C", "C", "C", "H", "H", "H", "H", "H", "H", "N", "N", "O", "O"], "xyz": [[0.361, -0.679, 2.097], [1.201, 0.356, 1.517], [0.024, 0.294, -0.643], [-1.474, -0.680, -1.782], [-1.160, 0.346, -2.440], [0.626, -1.513, 1.580], [0.776, -0.757, 3.311], [-0.679, -0.308, 1.835], [1.409, 1.828, -0.074], [-2.089, -1.701, -1.964], [-1.279, 0.958, -3.552], [0.986, 0.746, 0.221], [-0.726, -0.794, -0.584], [2.171, 0.891, 2.169], [-0.147, 1.013, -1.691]], "nbo_charge": [-0.70, 0.67, 0.65, -0.12, 0.01, 0.24, 0.25, 0.25, 0.45, 0.25, 0.25, -0.63, -0.53, -0.61, -0.43], "de_lowest_kj_mol": 292.2, "orbital_gap_ev": 9.8, "total_charge": 0, "homo_ha": -0.3406, "energy_ha": -454.0229}

[7]
{"formula": "C5H6N2O3", "method": "the ωB97M-V functional and the def2-TZVPD basis", "elements": ["O", "C", "O", "C", "C", "C", "C", "N", "N", "H", "H", "H", "H", "O", "H", "H"], "xyz": [[-1.315, 1.288, 0.854], [-1.408, -0.446, 1.254], [-1.282, -0.545, 2.454], [0.609, 1.574, 0.127], [1.031, 0.282, -0.269], [1.701, -0.127, -1.449], [1.345, -1.452, -1.613], [0.439, -1.826, -0.657], [0.342, -0.855, 0.209], [0.504, 2.297, -0.685], [0.973, 1.844, 1.125], [2.226, 0.519, -2.145], [1.555, -2.122, -2.444], [-2.311, -1.115, 0.558], [-1.221, 1.635, 1.750], [-3.187, -0.952, 0.931]], "nbo_charge": [-0.77, 1.03, -0.62, 0.03, -0.08, -0.27, -0.09, -0.20, -0.21, 0.22, 0.21, 0.23, 0.21, -0.69, 0.48, 0.51], "de_lowest_kj_mol": 491.6, "orbital_gap_ev": 7.9, "total_charge": 0, "homo_ha": -0.3292, "energy_ha": -529.1835}

[8]
{"formula": "C5H6N2S", "method": "the ωB97M-V functional and the def2-TZVPD basis", "elements": ["C", "C", "C", "C", "C", "H", "H", "H", "H", "H", "H", "N", "N", "S"], "xyz": [[1.751, -0.229, 0.311], [1.398, 1.087, 0.066], [0.001, 0.894, -0.272], [-1.558, -1.088, -0.270], [-2.700, -0.407, 0.284], [3.949, 0.636, -0.023], [1.911, 2.002, -0.197], [-0.685, 1.831, -0.416], [-1.417, -2.076, -0.905], [-3.000, 0.736, 1.277], [-3.688, -0.993, -0.169], [-0.286, -0.440, 0.091], [0.835, -1.204, 0.195], [3.490, -0.750, 0.026]], "nbo_charge": [0.04, -0.37, -0.02, -0.07, -0.44, 0.14, 0.24, 0.24, 0.26, 0.27, 0.22, -0.23, -0.27, -0.02], "de_lowest_kj_mol": 600.5, "orbital_gap_ev": 8.7, "total_charge": 0, "homo_ha": -0.3067, "energy_ha": -701.6102}

[9]
{"formula": "C5H6N3O2S", "method": "the ωB97M-V functional and the def2-TZVPD basis", "elements": ["C", "C", "C", "C", "C", "N", "N", "N", "O", "O", "S", "H", "H", "H", "H", "H", "H"], "xyz": [[-3.195, 0.535, 0.094], [-2.180, -1.161, -0.357], [0.617, -0.853, 0.011], [1.901, 1.553, -0.142], [1.824, 0.026, -0.190], [-3.393, -0.744, -0.145], [-1.949, 0.910, 0.195], [-1.247, -0.233, -0.092], [1.113, -0.633, -1.251], [0.489, -1.879, 0.642], [3.261, -0.797, 0.490], [-3.911, 1.241, 0.371], [-1.871, -2.202, -0.573], [0.926, 1.921, -0.565], [2.190, 1.841, 0.852], [2.705, 1.988, -0.814], [2.720, -1.513, 1.475]], "nbo_charge": [0.08, 0.13, 0.80, -0.64, -0.02, -0.55, -0.35, -0.32, -0.52, -0.70, -0.09, 0.16, 0.19, 0.25, 0.22, 0.19, 0.15], "de_lowest_kj_mol": 330.1, "orbital_gap_ev": 8.2, "total_charge": -1, "homo_ha": -0.1878, "energy_ha": -907.0403}

[10]
{"formula": "C5H6N3OPS", "method": "the ωB97M-V functional and the def2-TZVPD basis", "elements": ["C", "C", "C", "C", "C", "N", "N", "N", "O", "P", "S", "H", "H", "H", "H", "H", "H"], "xyz": [[-0.792, 0.859, -0.216], [0.482, 0.343, -0.171], [0.723, -1.089, -0.016], [-1.470, -1.872, 0.080], [1.553, 1.362, -0.053], [-0.198, -2.054, 0.006], [-1.825, 0.075, -0.089], [1.992, -1.569, 0.020], [-2.491, -2.374, 0.188], [-3.483, 0.475, -0.092], [-3.587, 2.384, 0.128], [-0.927, 1.972, -0.359], [1.527, 1.797, 0.951], [1.099, 2.217, -0.637], [2.443, 1.052, -0.452], [2.835, -0.970, 0.329], [2.120, -2.606, 0.383]], "nbo_charge": [0.15, -0.24, 0.51, 0.93, -0.62, -0.63, -0.91, -0.78, -0.49, 0.88, -0.49, 0.20, 0.22, 0.22, 0.21, 0.41, 0.42], "de_lowest_kj_mol": 0.0, "orbital_gap_ev": 7.3, "total_charge": 0, "homo_ha": -0.3083, "energy_ha": -1173.1652}

[11]
{"formula": "C5H6N4", "method": "the ωB97M-V functional and the def2-TZVPD basis", "elements": ["C", "C", "C", "C", "C", "H", "H", "H", "H", "H", "H", "N", "N", "N", "N"], "xyz": [[1.855, 0.415, 0.231], [0.251, -1.389, 0.052], [-1.902, -0.908, 0.120], [-1.835, 0.414, -0.123], [-0.556, 1.076, -0.069], [3.710, -0.203, -0.204], [1.997, 1.495, 0.836], [1.334, -1.872, -0.108], [-2.929, -1.165, 0.416], [-2.830, 1.026, -0.502], [0.491, 2.751, -0.119], [2.670, -0.529, -0.164], [0.380, 0.113, -0.141], [-0.901, -1.885, 0.024], [-0.526, 2.348, 0.055]], "nbo_charge": [0.29, 0.29, -0.01, -0.25, 0.36, 0.38, 0.21, 0.27, 0.21, 0.25, 0.32, -0.69, -0.49, -0.45, -0.70], "de_lowest_kj_mol": 287.1, "orbital_gap_ev": 8.8, "total_charge": 0, "homo_ha": -0.3236, "energy_ha": -413.0143}

[12]
{"formula": "C5H6N4O", "method": "the ωB97M-V functional and the def2-TZVPD basis", "elements": ["C", "C", "C", "C", "C", "N", "N", "N", "N", "O", "H", "H", "H", "H", "H", "H"], "xyz": [[1.657, 1.554, 1.238], [-0.489, 1.295, 1.450], [1.259, 0.840, 0.114], [1.532, 0.220, -1.123], [-1.567, -1.961, -0.716], [0.572, 1.786, 2.061], [0.375, -0.144, -1.655], [-0.109, 0.750, 0.275], [-0.662, 0.286, -0.911], [-1.780, -0.620, -0.880], [2.752, 1.951, 1.560], [-1.418, 1.320, 1.935], [2.529, -0.033, -1.624], [-2.365, -2.524, -1.142], [-1.648, -2.238, 0.494], [-0.638, -2.482, -1.078]], "nbo_charge": [-0.07, 0.14, -0.03, 0.01, -0.28, -0.43, -0.25, -0.18, 0.19, -0.35, 0.23, 0.22, 0.24, 0.21, 0.15, 0.21], "de_lowest_kj_mol": 561.4, "orbital_gap_ev": [8.8, 8.8], "total_charge": 0, "homo_ha": [-0.3125, -0.3125], "energy_ha": -488.2110}

[13]
{"formula": "C5H6N4S", "method": "the ωB97M-V functional and the def2-TZVPD basis", "elements": ["C", "C", "C", "C", "C", "N", "N", "N", "N", "S", "H", "H", "H", "H", "H", "H"], "xyz": [[-1.834, -0.819, -0.354], [-2.983, 1.006, -0.448], [-0.827, 0.050, 0.116], [1.493, 0.474, 1.112], [0.511, -0.292, 0.415], [-3.006, -0.246, -0.712], [2.274, 1.311, -0.006], [2.366, 0.866, -1.089], [1.966, -0.187, -1.591], [-1.553, 1.646, 0.285], [-1.892, -1.847, -0.340], [-3.866, 1.623, -0.521], [1.415, 1.248, 1.840], [2.277, -0.196, 1.355], [0.765, -1.444, 0.431], [2.279, -0.344, -2.561]], "nbo_charge": [0.01, -0.12, -0.30, -0.40, -0.11, -0.42, -0.19, 0.14, -0.54, 0.41, 0.21, 0.22, 0.24, 0.22, 0.24, 0.37], "de_lowest_kj_mol": 391.4, "orbital_gap_ev": [6.9, 7.1], "total_charge": 0, "homo_ha": [-0.2910, -0.2993], "energy_ha": -811.1646}

[14]
{"formula": "C5H6N5O", "method": "the ωB97M-V functional and the def2-TZVPD basis", "elements": ["C", "C", "C", "C", "C", "N", "N", "N", "N", "N", "O", "H", "H", "H", "H", "H", "H"], "xyz": [[-2.034, -1.681, 0.361], [-2.945, -0.694, 0.340], [0.243, -1.109, -0.549], [-1.867, 1.369, -0.287], [2.126, 0.248, 0.349], [-0.772, -1.412, -0.057], [-2.733, 0.560, -0.046], [1.439, -0.601, -0.656], [-1.192, 2.310, -0.626], [3.423, 0.442, 0.037], [1.533, 0.695, 1.297], [-2.062, -2.764, 0.650], [-3.891, -0.758, 0.649], [2.071, -1.237, -1.117], [-0.749, 2.957, -0.071], [3.532, 0.582, -0.961], [3.879, 1.092, 0.687]], "nbo_charge": [-0.16, 0.14, 0.71, 0.72, 0.80, -0.22, -0.52, -0.67, -0.66, -0.81, -0.54, 0.27, 0.23, 0.44, 0.43, 0.41, 0.44], "de_lowest_kj_mol": 182.5, "orbital_gap_ev": [8.4, 8.4], "total_charge": 1, "homo_ha": [-0.4909, -0.4909], "energy_ha": -542.8257}

[15]
{"formula": "C5H6N5S", "method": "the ωB97M-V functional and the def2-TZVPD basis", "elements": ["C", "C", "C", "C", "C", "N", "N", "N", "N", "N", "S", "H", "H", "H", "H", "H", "H"], "xyz": [[0.453, -1.974, 0.295], [-2.226, 0.251, -0.354], [2.218, 0.203, 1.578], [1.956, 1.010, 0.324], [0.440, -1.059, -0.716], [0.385, -2.895, 0.977], [-3.041, 1.309, -0.350], [-1.932, 0.001, -1.641], [-3.276, 1.640, -1.655], [-2.605, 0.854, -2.391], [1.078, 0.480, -0.986], [2.613, 0.928, 2.370], [1.114, -0.153, 1.905], [2.837, -0.708, 1.300], [2.311, 1.994, 0.368], [-2.102, -0.533, 0.389], [-0.224, -1.350, -1.413]], "nbo_charge": [0.25, 0.01, -0.68, -0.50, -0.71, -0.40, -0.40, -0.45, -0.17, -0.15, 0.80, 0.22, 0.25, 0.24, 0.22, 0.19, 0.30], "de_lowest_kj_mol": 197.0, "orbital_gap_ev": [7.0, 7.3], "total_charge": -1, "homo_ha": [-0.1703, -0.1740], "energy_ha": -865.9922}

[16]
{"formula": "C5H6NO", "method": "the ωB97M-V functional and the def2-TZVPD basis", "elements": ["C", "C", "C", "C", "C", "N", "O", "H", "H", "H", "H", "H", "H"], "xyz": [[-0.170, 1.342, -1.456], [1.064, 0.786, -0.902], [-1.389, 0.844, -1.009], [1.021, -0.230, -0.120], [0.296, -1.493, 1.784], [-1.572, -0.029, -0.132], [0.925, -1.242, 0.535], [0.092, 2.134, -2.244], [1.893, 1.392, -1.029], [-2.249, 1.266, -1.562], [0.582, -0.948, 2.620], [0.295, -2.660, 1.890], [-0.787, -1.161, 1.624]], "nbo_charge": [-0.08, -0.41, -0.12, 0.78, -0.30, -0.16, -0.32, 0.27, 0.31, 0.27, 0.24, 0.26, 0.26], "de_lowest_kj_mol": 681.1, "orbital_gap_ev": [8.4, 7.4], "total_charge": 1, "homo_ha": [-0.5445, -0.4999], "energy_ha": -323.6106}

[17]
{"formula": "C5H6NO", "method": "the ωB97M-V functional and the def2-TZVPD basis", "elements": ["C", "C", "C", "C", "C", "N", "O", "H", "H", "H", "H", "H", "H"], "xyz": [[-0.563, 2.521, 1.636], [0.019, 1.702, 0.758], [0.653, 0.342, -0.533], [1.084, -0.662, -1.457], [-1.182, -0.588, 1.043], [-0.262, 0.316, 0.502], [0.929, 1.639, -0.359], [0.458, -0.819, -2.328], [1.073, -1.597, -0.858], [2.086, -0.319, -1.944], [-2.189, -0.137, 0.946], [-1.023, -0.859, 2.138], [-1.084, -1.539, 0.454]], "nbo_charge": [0.42, 0.05, 0.72, -0.75, -0.45, -0.32, -0.35, 0.31, 0.29, 0.31, 0.25, 0.26, 0.25], "de_lowest_kj_mol": 678.2, "orbital_gap_ev": 8.3, "total_charge": 1, "homo_ha": -0.5688, "energy_ha": -323.6117}

[18]
{"formula": "C5H6NO", "method": "the ωB97M-V functional and the def2-TZVPD basis", "elements": ["C", "C", "C", "C", "C", "N", "O", "H", "H", "H", "H", "H", "H"], "xyz": [[0.149, -1.118, 1.668], [-0.321, -0.933, 0.536], [0.071, 1.669, -0.095], [0.840, 0.777, -0.995], [-0.378, 0.225, -0.409], [-0.671, -2.236, -0.198], [-1.534, -2.926, 0.131], [0.566, -1.124, 2.751], [0.401, 1.834, 0.818], [-0.554, 2.395, -0.600], [0.898, 0.942, -2.042], [1.711, 0.366, -0.428], [-1.177, 0.130, -1.136]], "nbo_charge": [0.22, -0.10, -0.33, -0.37, -0.27, 0.36, -0.02, 0.32, 0.22, 0.25, 0.26, 0.22, 0.26], "de_lowest_kj_mol": 788.9, "orbital_gap_ev": [7.9, 7.5], "total_charge": 1, "homo_ha": [-0.5622, -0.5621], "energy_ha": -323.5695}